Here is a cluster of 4 separate species, C15H27BrN3O8S3 in total in a non-equilibrium geometry from the Open Molecules 2025 dataset. Energies are from ωB97M-V/def2-TZVPD.

Results
molecular weight	553.5	Da
E_LUMO	-0.1816	Ha
total charge	+1
HOMO-LUMO gap	7.2205	eV
spin multiplicity	1

Each line ends with the Löwdin charge.
CARTESIAN COORDINATES (ANGSTROEM)
O 0.690 4.199 -1.475  0.1151
N 1.143 3.585 -2.386  0.0135
O 2.543 3.602 -2.336  -0.0653
C 2.879 2.502 -1.470  -0.2273
C 3.183 2.890 0.011  0.1004
N 3.422 1.568 0.575  0.0703
C 3.297 0.517 -0.427  0.0140
N 2.950 1.070 -1.732  -0.4221
Br 2.608 0.230 -3.385  0.8963
H 3.164 3.930 0.467  0.1563
H 3.629 1.447 1.576  0.1705
H 3.413 -0.630 -0.220  0.1635
C 4.212 -4.769 2.144  -0.2242
C 3.185 -4.376 3.208  -0.2039
C 2.110 -3.532 2.519  -0.2420
S 2.071 -4.068 0.814  0.6771
O 2.512 -2.970 -0.025  -0.3650
O 0.839 -4.780 0.565  -0.3087
C 3.403 -5.248 0.946  -0.2306
H 4.892 -5.543 2.504  0.1198
H 4.810 -3.894 1.868  0.1154
H 2.730 -5.280 3.627  0.1248
H 3.646 -3.829 4.033  0.1187
H 1.131 -3.685 2.968  0.0716
H 2.364 -2.472 2.535  0.0897
H 3.977 -5.267 0.020  0.1089
H 2.961 -6.229 1.136  0.1146
C -3.491 -1.142 3.110  -0.2176
C -2.902 -0.231 4.188  -0.2160
C -1.752 -0.990 4.852  -0.2209
S -1.117 -2.117 3.615  0.6807
O -1.369 -3.470 4.052  -0.3029
O 0.197 -1.675 3.195  -0.3557
C -2.299 -1.702 2.345  -0.2270
H -4.172 -0.601 2.450  0.1212
H -4.051 -1.957 3.580  0.1250
H -2.520 0.684 3.723  0.1171
H -3.655 0.064 4.923  0.1195
H -0.955 -0.317 5.170  0.1034
H -2.100 -1.582 5.700  0.1105
H -2.542 -2.589 1.759  0.1157
H -1.848 -0.940 1.706  0.1084
C -1.604 4.208 -4.811  -0.2413
C -2.512 4.261 -6.041  -0.2161
C -3.759 3.432 -5.726  -0.2219
S -3.973 3.503 -3.951  0.6664
O -3.778 2.177 -3.410  -0.3251
O -5.139 4.298 -3.643  -0.3179
C -2.512 4.470 -3.616  -0.2411
H -0.798 4.942 -4.870  0.1128
H -1.153 3.214 -4.727  0.1121
H -2.800 5.299 -6.237  0.1216
H -2.006 3.887 -6.934  0.1169
H -4.646 3.838 -6.214  0.1082
H -3.626 2.386 -6.009  0.1072
H -2.072 4.163 -2.667  0.0928
H -2.809 5.520 -3.571  0.1124